Density functional theory data (the ωB97M-V functional and the def2-TZVPD basis) for a cluster of 2 separate species, C20H30FN2O8 in total in a non-equilibrium geometry.

Each line ends with the natural charge from an NBO analysis.
Geometry (Å):
C  4.50815  -0.40766  1.28540  -0.73
C  3.18002  -0.37473  0.60471  0.82
O  2.31207  0.40102  0.90067  -0.62
O  3.04737  -1.29839  -0.37111  -0.53
C  1.81623  -2.04337  -0.27504  -0.07
C  1.70640  -3.05679  -1.39433  -0.43
C  0.91281  -2.59288  -2.61705  -0.40
C  -0.44523  -1.97606  -2.24473  -0.40
C  -1.62138  -2.40931  -3.12107  -0.38
C  -2.90404  -1.82982  -2.52232  -0.41
C  -3.40579  -2.54319  -1.25737  -0.42
C  -2.85697  -1.99786  0.06955  -0.21
N  -2.68795  -0.54072  0.11921  -0.28
C  -3.51362  0.43080  -0.25964  0.24
N  -2.92078  1.60889  -0.00126  -0.48
C  -1.68461  1.39020  0.55256  0.25
C  -0.74761  2.47895  0.92412  -0.58
C  -0.46267  3.33402  -0.28510  0.83
O  -1.28103  4.06333  -0.73212  -0.52
O  0.79688  3.25527  -0.82847  -0.55
C  0.84907  2.38188  -1.90424  0.82
C  1.51921  2.92051  -3.11490  -0.73
O  0.36016  1.30082  -1.82292  -0.57
C  -1.54268  0.02667  0.63967  -0.05
H  4.66958  0.56961  1.72511  0.23
H  5.30562  -0.62372  0.58531  0.25
H  4.50284  -1.13617  2.09060  0.25
H  0.98827  -1.34057  -0.23561  0.18
H  1.83509  -2.57606  0.67854  0.18
H  2.72016  -3.27922  -1.72540  0.24
H  1.30520  -3.99386  -1.02192  0.21
H  1.48437  -1.90963  -3.23833  0.21
H  0.72719  -3.47298  -3.23097  0.21
H  -0.66483  -2.24288  -1.21185  0.16
H  -0.34818  -0.89795  -2.29517  0.23
H  -1.64881  -3.48634  -3.25532  0.20
H  -1.47292  -1.93041  -4.08693  0.21
H  -2.73070  -0.76570  -2.38177  0.19
H  -3.69731  -1.90352  -3.26429  0.22
H  -4.49115  -2.57286  -1.25772  0.22
H  -3.07846  -3.57866  -1.29769  0.23
H  -3.51143  -2.30095  0.88118  0.23
H  -1.88892  -2.43668  0.25876  0.22
H  -4.47950  0.26824  -0.69555  0.25
H  -3.35327  2.49428  -0.22115  0.46
H  0.16405  2.05752  1.32769  0.28
H  -1.21891  3.12687  1.65863  0.28
H  2.22012  2.17448  -3.47118  0.25
H  2.08580  3.80434  -2.84317  0.25
H  0.77813  3.17066  -3.86316  0.26
H  -0.70980  -0.52156  1.03017  0.26
C  1.28782  2.97730  4.44074  -0.13
C  1.77496  1.62299  4.90492  0.45
O  0.58194  1.01883  5.38313  -0.48
C  -0.45785  1.56276  4.70072  0.97
O  -1.55370  1.11637  4.65432  -0.56
O  -0.06272  2.68547  4.04595  -0.50
F  2.66587  1.71872  5.91337  -0.31
H  1.27927  3.70385  5.25311  0.21
H  1.85976  3.37566  3.60657  0.21
H  2.19834  1.00012  4.11409  0.16

Summary:
Charge   +1
HOMO-LUMO gap   0.3917 Eh